# 1
One molecule with the formula C5H8N2. Source: OMol25; level of theory: ωB97M-V/def2-TZVPD.

```
15
Properties=species:S:1:pos:R:3:mulliken_charge:R:1
C -1.11 -1.04 -0.22 -0.538
C -0.52 0.21 -0.06 0.392
C -2.55 -0.45 0.15 -0.360
C -1.84 0.89 -0.17 -0.475
C 2.90 -0.15 -0.04 -0.823
N 0.67 0.65 -0.21 -0.587
N 1.48 -0.34 0.22 0.150
H -3.29 -0.82 -0.48 0.286
H -2.67 -0.49 1.21 0.247
H -1.97 1.55 0.65 0.224
H -1.95 1.45 -1.11 0.279
H 3.05 0.67 -0.70 0.339
H 3.33 0.11 0.89 0.300
H 3.46 -1.03 -0.49 0.273
H 1.01 -1.21 0.37 0.292
```

Computed properties:
LUMO energy (alpha / beta): -0.496 / -0.409 eV
Gap between HOMO and LUMO (alpha / beta): 7.1430 / 7.5869 eV
E_HOMO (alpha / beta): -7.64 / -8.00 eV

# 2
One molecule with the formula C5H8N2. Source: OMol25; level of theory: ωB97M-V/def2-TZVPD.

```
15
Properties=species:S:1:pos:R:3:mulliken_charge:R:1
C -0.76 -1.36 -0.02 -1.354
C 0.27 -0.25 -0.10 1.212
C -0.07 0.85 -1.09 -0.825
C -1.18 1.65 -0.55 0.314
N -2.03 2.25 -0.05 -0.433
C 0.89 0.26 1.13 -0.693
N 1.73 -0.34 0.09 -0.718
H -1.69 -0.91 0.36 0.334
H -0.99 -1.80 -1.00 0.336
H -0.46 -2.15 0.68 0.348
H -0.35 0.47 -2.08 0.346
H 0.80 1.50 -1.22 0.295
H 0.72 -0.34 2.02 0.315
H 1.03 1.32 1.29 0.250
H 2.10 -1.15 0.55 0.274
```

Computed properties:
LUMO energy: 0.884 eV
Structure (SMILES): C[C@@]1(CC#N)CN1
Gap between HOMO and LUMO: 10.8917 eV
E_HOMO: -10.01 eV

# 3
One molecule with the formula C5H8N2. Source: OMol25; level of theory: ωB97M-V/def2-TZVPD.

```
15
Properties=species:S:1:pos:R:3:mulliken_charge:R:1
C -1.95 0.39 0.18 -1.358
C -0.66 -0.30 -0.35 0.134
C 0.62 0.47 -0.66 0.221
C 0.41 1.90 -0.72 -0.163
N 0.05 2.98 -0.93 -0.461
N 0.53 -0.28 0.56 -0.300
C 1.63 -1.27 0.76 -0.781
H -1.77 1.32 0.72 0.377
H -2.69 0.64 -0.60 0.343
H -2.48 -0.29 0.86 0.324
H -0.94 -1.15 -0.99 0.385
H 1.42 0.15 -1.33 0.420
H 2.31 -1.40 -0.11 0.300
H 1.28 -2.26 1.05 0.292
H 2.28 -0.90 1.57 0.265
```

Computed properties:
LUMO energy: 0.903 eV
Structure (SMILES): C[C@H]1[C@@H](C#N)N1C
Gap between HOMO and LUMO: 10.4762 eV
E_HOMO: -9.57 eV

# 4
One molecule with the formula C5H8N2. Source: OMol25; level of theory: ωB97M-V/def2-TZVPD.

```
15
Properties=species:S:1:pos:R:3:mulliken_charge:R:1
C -0.39 1.37 -0.08 -1.205
C -0.25 -0.11 -0.19 1.090
C -1.26 -0.85 0.65 -1.486
N 0.35 -0.63 -1.34 -0.541
C 1.28 -0.93 -0.28 -0.581
C 1.99 0.12 0.36 0.451
N 2.20 1.15 0.85 -0.563
H -0.75 1.81 0.86 0.290
H -1.25 1.12 -0.79 0.377
H 0.32 2.03 -0.58 0.387
H -1.45 -1.82 0.20 0.397
H -0.76 -0.96 1.61 0.311
H -2.22 -0.34 0.84 0.364
H 0.66 0.04 -2.03 0.311
H 1.53 -1.98 -0.10 0.399
```

Computed properties:
LUMO energy: 0.890 eV
Structure (SMILES): CC1(C)N[C@H]1C#N
Gap between HOMO and LUMO: 9.7803 eV
E_HOMO: -8.89 eV

# 5
One molecule with the formula C5H8N2. Source: OMol25; level of theory: ωB97M-V/def2-TZVPD.

```
15
Properties=species:S:1:pos:R:3:mulliken_charge:R:1
C 1.35 -0.48 -0.69 -1.606
C 0.60 0.29 0.39 0.394
C -0.27 1.45 -0.15 -0.684
N -1.51 0.76 0.26 -0.485
C -0.74 -0.34 0.88 0.117
C -1.04 -1.68 0.39 0.039
N -1.28 -2.74 -0.03 -0.449
H 0.69 -0.72 -1.53 0.401
H 2.18 0.12 -1.08 0.402
H 1.76 -1.42 -0.30 0.371
H 1.27 0.57 1.21 0.348
H -0.16 1.64 -1.22 0.317
H -0.15 2.40 0.39 0.256
H -2.07 0.45 -0.53 0.311
H -0.85 -0.34 1.97 0.268
```

Computed properties:
LUMO energy: 0.920 eV
Structure (SMILES): C[C@H]1CN[C@H]1C#N
Gap between HOMO and LUMO: 10.4708 eV
E_HOMO: -9.55 eV

# 6
One molecule with the formula C5H8N2. Source: OMol25; level of theory: ωB97M-V/def2-TZVPD.

```
15
Properties=species:S:1:pos:R:3:mulliken_charge:R:1
C -0.92 2.46 -0.28 -1.048
C -0.33 1.14 0.20 0.524
C -0.51 -0.04 -0.48 -0.519
N 0.34 -0.98 0.11 0.138
C 0.64 -2.37 -0.25 -0.813
C 0.92 -0.31 1.15 -0.039
N 0.56 0.95 1.24 -0.663
H -1.36 3.09 0.50 0.295
H -0.14 3.05 -0.78 0.233
H -1.70 2.31 -1.03 0.298
H -1.27 -0.20 -1.22 0.341
H 0.95 -2.47 -1.29 0.318
H 1.48 -2.74 0.36 0.284
H -0.21 -3.02 -0.06 0.300
H 1.55 -0.86 1.85 0.351
```

Computed properties:
LUMO energy: 0.874 eV
Structure (SMILES): Cc1cn(C)cn1
Gap between HOMO and LUMO: 9.3657 eV
E_HOMO: -8.49 eV

# 7
One molecule with the formula C5H8N2. Source: OMol25; level of theory: ωB97M-V/def2-TZVPD.

```
15
Properties=species:S:1:pos:R:3:mulliken_charge:R:1
C -2.01 -0.79 0.37 -1.309
C -0.75 -0.34 -0.35 0.314
C -0.36 1.07 -0.36 -0.633
N 0.31 0.20 0.56 -0.294
C 1.78 0.30 0.52 -0.501
C 2.35 -0.42 -0.62 0.387
N 2.65 -0.99 -1.58 -0.427
H -2.14 -0.20 1.28 0.331
H -1.96 -1.85 0.64 0.305
H -2.91 -0.66 -0.25 0.315
H -0.56 -0.89 -1.28 0.390
H 0.21 1.37 -1.25 0.314
H -0.94 1.85 0.12 0.251
H 2.04 1.36 0.42 0.273
H 2.25 -0.02 1.46 0.285
```

Computed properties:
LUMO energy: 0.965 eV
Structure (SMILES): C[C@H]1CN1CC#N
Gap between HOMO and LUMO: 10.6014 eV
E_HOMO: -9.64 eV

# 8
One molecule with the formula C5H8N2. Source: OMol25; level of theory: ωB97M-V/def2-TZVPD.

```
15
Properties=species:S:1:pos:R:3:mulliken_charge:R:1
C -1.28 -1.27 0.41 -0.907
N -0.08 -0.54 0.11 0.142
C 1.21 -0.97 0.36 -0.352
C 2.07 0.05 0.05 -0.593
C 1.29 1.15 -0.40 -0.591
C -0.02 0.75 -0.36 0.345
N -1.21 1.39 -0.77 -0.536
H -1.92 -0.70 1.09 0.328
H -1.85 -1.50 -0.49 0.299
H -1.01 -2.19 0.92 0.304
H 1.38 -1.97 0.73 0.334
H 3.15 0.01 0.14 0.386
H 1.65 2.12 -0.72 0.345
H -1.95 1.33 -0.09 0.225
H -1.04 2.37 -0.97 0.269
```

Computed properties:
LUMO energy: 0.932 eV
Structure (SMILES): Cn1cccc1N
Gap between HOMO and LUMO: 8.2933 eV
E_HOMO: -7.36 eV

# 9
C5H8N2 as an isolated structure. Source: OMol25; level of theory: ωB97M-V/def2-TZVPD.

```
15
Properties=species:S:1:pos:R:3:mulliken_charge:R:1
C 1.20 -1.05 1.09 -0.432
C -0.71 -1.30 1.03 -0.557
C -0.99 -0.43 0.09 0.406
C -2.34 -0.08 -0.52 -1.019
C 2.43 0.66 -0.05 -0.851
N 0.04 0.40 -0.28 -0.225
N 1.26 -0.06 0.27 0.334
H -1.06 -2.11 1.64 0.385
H -3.06 -0.80 -0.08 0.292
H -2.60 1.15 -0.46 0.228
H -2.25 -0.14 -1.63 0.298
H 1.99 1.47 -0.61 0.284
H 3.18 -0.03 -0.45 0.311
H 2.86 1.10 0.81 0.324
H 0.06 1.23 -0.86 0.221
```

Computed properties:
LUMO energy: 0.737 eV
Gap between HOMO and LUMO: 8.8065 eV
E_HOMO: -8.07 eV

# 10
One molecule with the formula C5H8N2. Source: OMol25; level of theory: ωB97M-V/def2-TZVPD.

```
15
Properties=species:S:1:pos:R:3:mulliken_charge:R:1
N -0.25 -1.33 -1.66 -0.588
C -0.01 0.00 -1.17 0.022
C -1.24 0.85 -0.84 -0.311
N -1.30 1.49 0.18 -0.184
C 0.86 0.00 0.12 -0.261
C 0.29 -0.54 1.41 -0.561
C 0.51 0.92 1.19 -0.590
H -0.82 -1.30 -2.50 0.281
H -0.75 -1.87 -0.97 0.266
H 0.52 0.56 -1.95 0.353
H 1.90 -0.19 -0.11 0.358
H -0.74 -0.90 1.41 0.210
H 0.95 -1.11 2.06 0.299
H 1.24 1.52 1.74 0.329
H -1.16 1.91 1.09 0.376
```

Computed properties:
LUMO energy (alpha / beta): 0.551 / 0.550 eV
Gap between HOMO and LUMO (alpha / beta): 8.0572 / 8.0596 eV
E_HOMO (alpha / beta): -7.51 / -7.51 eV

# 11
One molecule with the formula C5H8N2. Source: OMol25; level of theory: ωB97M-V/def2-TZVPD.

```
15
Properties=species:S:1:pos:R:3:mulliken_charge:R:1
C 1.82 0.31 0.05 -1.099
C 0.79 -0.59 0.68 -0.189
C -1.23 -0.33 1.38 -0.724
N -0.49 -0.60 0.26 0.023
C -0.92 -0.38 -1.12 -0.548
C -1.01 1.07 -1.37 0.338
N -1.03 2.23 -1.49 -0.419
H 1.39 1.30 -0.18 0.333
H 2.20 -0.12 -0.89 0.267
H 2.67 0.43 0.72 0.330
H 1.01 -1.25 1.51 0.475
H -2.09 -0.96 1.62 0.291
H -1.04 0.58 1.93 0.287
H -0.19 -0.82 -1.81 0.301
H -1.89 -0.85 -1.29 0.335
```

Computed properties:
LUMO energy (alpha / beta): 0.539 / 0.466 eV
Gap between HOMO and LUMO (alpha / beta): 8.2029 / 8.0113 eV
E_HOMO (alpha / beta): -7.66 / -7.55 eV

# 12
One molecule with the formula C5H8N2. Source: OMol25; level of theory: ωB97M-V/def2-TZVPD.

```
15
Properties=species:S:1:pos:R:3:mulliken_charge:R:1
C -1.96 0.11 0.13 -1.372
C -0.73 -0.45 -0.55 0.149
C 0.44 0.44 -0.97 -0.171
C 0.56 1.84 -0.58 0.068
N 0.79 2.89 -0.15 -0.475
N 0.51 -0.43 0.11 -0.044
C 1.58 -0.93 0.91 -0.814
H -1.68 0.87 0.85 0.357
H -2.65 0.55 -0.61 0.317
H -2.50 -0.69 0.65 0.347
H -0.93 -1.26 -1.27 0.400
H 0.93 0.19 -1.92 0.358
H 2.50 -0.93 0.31 0.296
H 1.40 -1.93 1.29 0.323
H 1.75 -0.26 1.77 0.260
```

Computed properties:
LUMO energy: 0.842 eV
Structure (SMILES): C[C@H]1[C@@H](C#N)N1C
Gap between HOMO and LUMO: 9.7059 eV
E_HOMO: -8.86 eV

Per-record E, Ha: -304.60695 -304.78043 -304.75226 -304.71472 -304.78536 -304.82475 -304.75704 -304.82156 -304.63799 -304.63228 -304.69405 -304.74647
Per-record F_max, Eh/bohr: 0.067 0.022 0.023 0.044 0.021 0.014 0.022 0.004 0.118 0.013 0.023 0.021
Per-record relative energy (zero: lowest compared OMol25 entry of this formula, charge and spin), kcal/mol: 143.42 34.55 52.23 75.79 31.46 6.74 49.23 8.74 123.94 127.52 88.76 55.86